Formula: C18H14BaF5IN2
Source: the OMol25 dataset
Level of theory: the ωB97M-V functional and the def2-TZVPD basis

LUMO (alpha / beta)   -1.125 / -1.143 eV
E_tot   -1626.09885 Eh
Energy relative to the best compared isomer or geometry (same formula, charge and spin)   0.0 kcal per mole
HOMO energy (alpha / beta)   -7.85 / -7.85 eV
Gap between HOMO and LUMO (alpha / beta)   6.726 / 6.706 eV

Atoms and positions in Å:
C (-2.84, -0.54, -1.76)
C (-2.98, 1.48, 0.82)
H (-2.89, 0.23, -2.54)
H (-3.54, -0.54, -0.91)
H (-2.13, -1.37, -1.86)
H (-2.32, 2.25, 1.24)
H (-3.58, 1.73, -0.05)
H (-3.05, 0.49, 1.30)
C (0.46, -0.53, -3.08)
C (1.55, -0.70, -3.91)
C (2.76, -0.09, -3.53)
C (2.90, 0.67, -2.39)
H (-0.56, -0.91, -3.22)
H (1.41, -1.27, -4.78)
H (3.62, -0.21, -4.17)
H (3.80, 1.15, -2.09)
N (0.74, 0.15, -2.00)
C (1.80, 0.83, -1.57)
C (1.81, 1.64, -0.31)
N (0.74, 1.86, 0.44)
C (0.49, 2.55, 1.53)
C (2.82, 3.00, 1.35)
C (1.61, 3.16, 2.04)
H (-0.53, 2.56, 1.92)
H (1.49, 3.73, 2.92)
C (2.95, 2.26, 0.19)
H (3.85, 2.11, -0.35)
H (3.71, 3.48, 1.74)
Ba (-1.07, 0.55, -0.44)
I (-1.48, 3.14, -2.34)
F (-3.43, -1.39, 2.15)
C (-2.25, -2.06, 2.15)
C (-1.20, -1.69, 1.33)
C (-0.01, -2.41, 1.36)
F (1.03, -2.08, 0.56)
C (0.11, -3.52, 2.21)
F (1.25, -4.25, 2.23)
C (-0.94, -3.89, 3.05)
F (-0.83, -4.94, 3.89)
C (-2.12, -3.15, 3.02)
F (-3.14, -3.47, 3.84)



Formula: C18H14F5IN2STi
Source: the OMol25 dataset
Level of theory: the ωB97M-V functional and the def2-TZVPD basis

LUMO (alpha / beta)   -8.956 / -8.956 eV
E_tot   -2847.94260 Eh
Energy relative to the best compared isomer or geometry (same formula, charge and spin)   0.0 kcal per mole
HOMO energy (alpha / beta)   -15.02 / -15.02 eV
Charge   +2
Gap between HOMO and LUMO (alpha / beta)   6.062 / 6.062 eV

Atoms and positions in Å:
C (-2.94, 0.18, -4.31)
C (-3.74, 1.13, -3.40)
H (-2.10, 0.67, -4.81)
H (-3.59, -0.21, -5.12)
H (-2.56, -0.69, -3.75)
H (-3.07, 1.66, -2.71)
H (-4.28, 1.87, -4.00)
H (-4.49, 0.58, -2.83)
C (3.17, 0.08, -0.57)
C (4.52, 0.34, -0.41)
C (4.94, 1.29, 0.52)
C (3.98, 1.90, 1.33)
H (2.78, -0.69, -1.23)
H (5.25, -0.21, -1.01)
H (5.99, 1.56, 0.64)
H (4.25, 2.59, 2.13)
N (2.23, 0.82, 0.09)
C (2.62, 1.68, 1.09)
C (1.55, 2.28, 1.87)
N (0.27, 2.00, 1.44)
C (-0.81, 2.38, 2.17)
C (0.63, 3.62, 3.65)
C (-0.65, 3.23, 3.26)
H (-1.77, 1.97, 1.84)
H (-1.54, 3.59, 3.78)
C (1.74, 3.10, 2.99)
H (2.76, 3.34, 3.29)
H (0.77, 4.33, 4.47)
Ti (0.23, 0.66, -0.07)
I (-0.52, 1.29, -2.36)
F (-2.40, -6.16, -0.94)
C (-1.87, -5.04, -0.41)
C (-0.48, -4.85, -0.43)
F (0.31, -5.81, -0.95)
C (0.06, -3.69, 0.10)
F (1.41, -3.56, 0.20)
C (-0.77, -2.67, 0.58)
S (-0.13, -1.15, 1.21)
C (-2.14, -2.93, 0.72)
F (-2.91, -2.08, 1.44)
C (-2.70, -4.09, 0.19)
F (-4.02, -4.31, 0.29)



Formula: C18H14FN5
Source: the OMol25 dataset
Level of theory: the ωB97M-V functional and the def2-TZVPD basis

LUMO   -2.986 eV
E_tot   -1067.89235 Eh
Energy relative to the best compared isomer or geometry (same formula, charge and spin)   47.4 kcal per mole
HOMO energy   -6.26 eV
Gap between HOMO and LUMO   3.276 eV

Atoms and positions in Å:
F (-0.41, -5.10, -2.91)
C (-0.40, -4.10, -1.98)
C (-0.73, -2.80, -2.38)
C (-0.66, -1.78, -1.44)
C (-0.29, -2.03, -0.08)
C (-0.32, -0.95, 0.83)
C (0.12, -0.94, 2.18)
C (-0.35, 0.10, 3.05)
C (-0.14, 0.04, 4.42)
C (0.63, -1.00, 4.98)
C (1.23, -1.94, 4.14)
C (1.03, -1.89, 2.76)
C (0.01, -3.39, 0.27)
C (-0.04, -4.41, -0.67)
H (-1.03, -2.60, -3.41)
H (-0.90, -0.76, -1.72)
H (-0.81, -0.05, 0.48)
H (-0.89, 0.93, 2.60)
H (-0.56, 0.80, 5.08)
H (0.76, -1.07, 6.06)
H (1.89, -2.71, 4.56)
H (1.58, -2.57, 2.11)
H (0.24, -3.63, 1.30)
H (0.21, -5.44, -0.39)
N (0.90, 5.25, -3.17)
C (0.02, 4.30, -2.82)
N (-1.23, 4.30, -3.31)
C (-2.07, 3.31, -2.93)
N (-1.79, 2.27, -2.10)
C (-0.59, 2.24, -1.56)
C (0.40, 3.27, -1.91)
N (1.54, 3.02, -1.23)
C (1.28, 1.88, -0.49)
N (0.02, 1.38, -0.66)
H (1.82, 5.26, -2.75)
H (0.57, 6.01, -3.76)
H (-3.08, 3.36, -3.35)
H (2.04, 1.44, 0.16)



Formula: C18H14N2O13W
Source: the OMol25 dataset
Level of theory: the ωB97M-V functional and the def2-TZVPD basis

LUMO (alpha / beta)   -9.988 / -9.989 eV
E_tot   -1847.76132 Eh
Energy relative to the best compared isomer or geometry (same formula, charge and spin)   0.0 kcal per mole
HOMO energy (alpha / beta)   -15.77 / -15.77 eV
Charge   +2
Gap between HOMO and LUMO (alpha / beta)   5.781 / 5.779 eV

Atoms and positions in Å:
W (0.81, 0.06, 0.03)
O (2.94, 2.01, -2.51)
C (2.27, 1.45, -1.48)
O (2.09, 0.25, -1.59)
C (2.48, 2.03, -0.03)
O (1.89, 1.40, 0.91)
C (2.45, 0.66, 1.99)
C (2.24, -0.90, 1.96)
O (2.80, -1.60, 2.77)
O (1.96, -1.51, 0.71)
H (2.84, 1.68, -3.41)
H (2.20, 3.11, -0.06)
H (3.57, 2.00, 0.18)
H (2.14, 1.00, 3.00)
H (3.54, 0.84, 1.93)
O (0.43, 1.84, -0.64)
C (-0.09, 1.89, -1.74)
C (-0.50, 0.78, -2.68)
C (-1.09, 1.25, -3.88)
C (-1.52, 0.34, -4.85)
C (-1.37, -1.02, -4.65)
C (-0.79, -1.47, -3.46)
C (-0.33, -0.61, -2.43)
O (0.18, -1.11, -1.38)
N (-2.12, 0.83, -6.09)
O (-2.24, 2.06, -6.23)
O (-2.50, 0.00, -6.93)
H (-0.32, 2.89, -2.13)
H (-1.21, 2.32, -4.04)
H (-1.70, -1.76, -5.38)
H (-0.68, -2.54, -3.30)
O (0.09, -1.74, 0.04)
C (-0.50, -2.07, 1.06)
C (-0.76, -1.30, 2.33)
C (-1.48, -2.03, 3.30)
C (-1.80, -1.44, 4.53)
C (-1.41, -0.14, 4.80)
C (-0.69, 0.57, 3.83)
C (-0.34, 0.04, 2.57)
O (0.32, 0.77, 1.76)
N (-2.55, -2.21, 5.52)
O (-2.88, -3.37, 5.24)
O (-2.82, -1.66, 6.60)
H (-0.91, -3.09, 1.09)
H (-1.79, -3.05, 3.09)
H (-1.64, 0.35, 5.75)
H (-0.39, 1.59, 4.06)
H (-0.83, 0.61, -0.17)



Formula: C18H14N4O
Source: the OMol25 dataset
Level of theory: the ωB97M-V functional and the def2-TZVPD basis

LUMO   -0.282 eV
E_tot   -988.52883 Eh
Energy relative to the best compared isomer or geometry (same formula, charge and spin)   12.3 kcal per mole
HOMO energy   -8.81 eV
SMILES   Cc1nnc2ccc(Oc3ccc(-c4ccccc4)cc3)nn12
Gap between HOMO and LUMO   8.523 eV

Atoms and positions in Å:
C (-4.44, 5.12, -1.06)
C (-3.28, 5.04, -0.05)
N (-2.72, 6.09, 0.52)
N (-1.62, 5.68, 1.23)
C (-1.53, 4.36, 1.11)
C (-0.61, 3.42, 1.71)
C (-0.82, 2.07, 1.35)
C (-1.94, 1.70, 0.41)
O (-2.19, 0.41, -0.02)
C (-1.11, -0.43, -0.08)
C (-1.15, -1.69, 0.50)
C (-0.05, -2.58, 0.47)
C (1.15, -2.26, -0.22)
C (2.27, -3.23, -0.31)
C (2.60, -4.01, 0.80)
C (3.61, -4.97, 0.75)
C (4.39, -5.09, -0.44)
C (4.10, -4.27, -1.53)
C (3.02, -3.38, -1.48)
C (1.17, -1.00, -0.84)
C (0.08, -0.09, -0.75)
N (-2.83, 2.62, 0.01)
N (-2.57, 3.91, 0.33)
H (-5.43, 5.08, -0.60)
H (-4.36, 4.27, -1.75)
H (-4.40, 6.02, -1.65)
H (0.17, 3.68, 2.39)
H (-0.19, 1.31, 1.69)
H (-2.04, -1.98, 1.05)
H (-0.19, -3.57, 0.95)
H (2.05, -3.95, 1.74)
H (3.88, -5.54, 1.64)
H (5.20, -5.82, -0.52)
H (4.72, -4.35, -2.43)
H (2.82, -2.79, -2.39)
H (2.04, -0.66, -1.31)
H (0.18, 0.86, -1.23)



Formula: C18H15BGaN4O4Se2
Source: the OMol25 dataset
Level of theory: the ωB97M-V functional and the def2-TZVPD basis

LUMO   -4.133 eV
E_tot   -7967.16324 Eh
Energy relative to the best compared isomer or geometry (same formula, charge and spin)   22.9 kcal per mole
HOMO energy   -12.53 eV
Charge   +1
Gap between HOMO and LUMO   8.401 eV

Atoms and positions in Å:
Ga (-0.78, 0.63, 0.14)
Se (0.43, 3.16, 1.91)
Se (-1.29, 4.14, 0.78)
C (-2.74, 2.85, 0.84)
C (-3.99, 3.34, 1.20)
C (-5.07, 2.47, 1.26)
C (-4.87, 1.14, 0.93)
C (-3.61, 0.73, 0.55)
N (-2.56, 1.57, 0.51)
C (1.44, 2.58, 0.36)
C (2.76, 2.97, 0.19)
C (3.41, 2.62, -0.98)
C (2.70, 1.95, -1.96)
C (1.40, 1.58, -1.71)
N (0.79, 1.86, -0.55)
H (-4.10, 4.39, 1.45)
H (-6.04, 2.83, 1.57)
H (-5.67, 0.42, 0.97)
H (-3.40, -0.30, 0.28)
H (3.26, 3.52, 0.97)
H (4.45, 2.88, -1.13)
H (3.16, 1.69, -2.90)
H (0.81, 1.04, -2.44)
B (-0.21, -0.33, 4.40)
C (-0.17, -0.18, 2.92)
N (-0.13, 0.06, 1.76)
H (-0.32, 0.81, 4.75)
H (0.81, -0.81, 4.77)
H (-1.15, -1.01, 4.67)
O (-1.55, -1.68, 0.10)
C (-0.75, -1.58, -0.82)
O (-0.58, -0.42, -1.38)
C (0.18, -2.63, -1.28)
C (-0.12, -3.98, -1.41)
C (0.87, -4.87, -1.81)
C (2.16, -4.43, -2.06)
C (2.45, -3.08, -1.89)
C (1.48, -2.18, -1.51)
N (3.79, -2.57, -2.13)
O (4.66, -3.37, -2.38)
O (3.94, -1.37, -2.06)
H (-1.12, -4.32, -1.20)
H (0.64, -5.91, -1.93)
H (2.94, -5.11, -2.38)
H (1.74, -1.14, -1.37)